The following is a quantum chemistry calculation of a cluster of 13 separate species, C102H227N13O8 in total in a non-equilibrium geometry, from the Open Molecules 2025 dataset.

Atoms and positions in Å:
1 C 22.890754 -13.252218 -8.695552
2 C 24.439546 -13.054054 -8.351175
3 C 24.556760 -11.472258 -8.252619
4 C 25.839214 -11.000743 -7.565919
5 C 25.990989 -11.747672 -6.181894
6 C 25.956447 -13.300557 -6.308822
7 N 24.784783 -13.787926 -7.135453
8 O 24.495284 -15.172404 -7.088237
9 C 27.392966 -13.815178 -6.775957
10 C 25.753880 -13.791790 -4.847286
11 C 25.304888 -13.550739 -9.542559
12 H 22.258554 -12.978348 -7.850910
13 H 22.609362 -14.279687 -8.926263
14 H 22.563834 -12.651775 -9.544497
15 H 24.582100 -11.145887 -9.292300
16 H 23.691467 -10.961927 -7.829632
17 H 25.902688 -9.921138 -7.429826
18 H 26.677785 -11.226319 -8.224719
19 H 25.235135 -11.409607 -5.473022
20 H 26.941925 -11.448196 -5.741276
21 H 28.151332 -13.472162 -6.072155
22 H 27.350872 -14.903316 -6.823720
23 H 27.724011 -13.506343 -7.767485
24 H 24.743322 -13.496726 -4.564796
25 H 25.832637 -14.878308 -4.810146
26 H 26.421350 -13.289868 -4.146815
27 H 26.329706 -13.181172 -9.506994
28 H 24.920797 -13.133686 -10.473500
29 H 25.355162 -14.620908 -9.743346
30 H 25.174738 -15.423083 -7.718399
31 C 33.130528 -25.742055 -9.924903
32 C 31.666991 -25.219278 -10.191120
33 C 30.710202 -25.840921 -9.122353
34 C 29.359869 -25.144748 -9.005723
35 C 29.618921 -23.671445 -8.749281
36 C 30.426540 -23.038756 -9.879500
37 N 31.702773 -23.702081 -10.012626
38 O 32.528922 -23.095032 -10.987348
39 C 29.457492 -22.919973 -11.157353
40 C 30.762493 -21.627716 -9.492011
41 C 31.191462 -25.675931 -11.569793
42 H 33.850263 -25.516249 -10.711721
43 H 33.072032 -26.824093 -9.807057
44 H 33.435948 -25.260799 -8.995804
45 H 30.380642 -26.817961 -9.475749
46 H 31.163936 -25.970245 -8.139756
47 H 28.875216 -25.549749 -8.117361
48 H 28.689717 -25.443255 -9.811881
49 H 30.075713 -23.723425 -7.760982
50 H 28.609201 -23.276509 -8.637083
51 H 29.832277 -22.281684 -11.957489
52 H 29.241673 -23.917695 -11.539543
53 H 28.455756 -22.599498 -10.871137
54 H 29.919577 -20.981675 -9.246582
55 H 31.443554 -21.690062 -8.643272
56 H 31.236821 -21.023191 -10.265098
57 H 31.567218 -26.694809 -11.663573
58 H 31.542165 -25.077660 -12.410733
59 H 30.106293 -25.769665 -11.611119
60 H 32.051536 -23.196887 -11.813976
61 C 30.574523 -17.879954 -9.302846
62 C 30.930408 -16.359503 -9.148234
63 C 32.354859 -16.387146 -9.742770
64 C 32.695266 -14.971843 -10.075434
65 C 31.692080 -14.348533 -11.098483
66 C 30.248479 -14.348582 -10.705980
67 N 29.972947 -15.616448 -9.997729
68 O 28.681439 -15.738341 -9.628369
69 C 29.920149 -13.050866 -9.877058
70 C 29.504764 -14.403961 -12.090792
71 C 30.784000 -16.063026 -7.623578
72 H 31.036134 -18.528793 -8.558511
73 H 30.750746 -18.357119 -10.266890
74 H 29.535556 -18.033950 -9.011429
75 H 33.044574 -16.851777 -9.038142
76 H 32.489785 -16.910411 -10.689383
77 H 33.704348 -14.953950 -10.487180
78 H 32.729298 -14.246065 -9.262915
79 H 31.797141 -14.748372 -12.107044
80 H 32.052460 -13.323206 -11.181803
81 H 30.503597 -12.972406 -8.959708
82 H 30.218391 -12.154513 -10.420845
83 H 28.853665 -13.005687 -9.656446
84 H 29.679201 -15.366167 -12.572287
85 H 28.431452 -14.269958 -11.956097
86 H 29.800138 -13.590193 -12.753081
87 H 31.065045 -15.031041 -7.413507
88 H 31.488609 -16.569852 -6.964226
89 H 29.769513 -16.160819 -7.237107
90 H 28.412250 -16.454493 -10.208246
91 C 29.114511 -19.725081 -3.284170
92 C 30.054314 -18.731398 -3.986684
93 C 29.138702 -17.533951 -4.356406
94 C 28.810200 -16.600172 -3.200124
95 C 30.165681 -16.203897 -2.672716
96 C 31.054951 -17.367150 -2.112129
97 N 31.200197 -18.366238 -3.196248
98 O 31.928755 -19.528219 -2.909328
99 C 32.498505 -16.799200 -1.875486
100 C 30.509010 -17.884978 -0.739410
101 C 30.568941 -19.361490 -5.315819
102 H 28.498378 -20.302668 -3.973282
103 H 28.269293 -19.290353 -2.750580
104 H 29.464349 -20.355273 -2.466512
105 H 29.535588 -16.916437 -5.162169
106 H 28.186489 -17.889707 -4.749893
107 H 28.221956 -17.091557 -2.425131
108 H 28.263995 -15.723764 -3.548921
109 H 29.977661 -15.589696 -1.792090
110 H 30.749418 -15.647229 -3.405844
111 H 32.920989 -16.485927 -2.830196
112 H 32.396800 -15.826950 -1.393326
113 H 33.136489 -17.562646 -1.430256
114 H 30.333433 -17.062960 -0.045455
115 H 29.513259 -18.322127 -0.813449
116 H 31.174142 -18.615859 -0.279506
117 H 29.875970 -19.596139 -6.123804
118 H 31.139851 -20.261371 -5.086977
119 H 31.220368 -18.618799 -5.776424
120 H 32.705098 -19.470175 -3.471040
121 C 23.414052 -15.234915 -14.418602
122 C 23.823279 -16.172597 -13.293237
123 C 22.758438 -17.373849 -13.338486
124 C 23.258571 -18.607279 -12.584795
125 C 24.582572 -19.034604 -13.114559
126 C 25.686294 -17.957892 -12.949586
127 N 25.209523 -16.694617 -13.510843
128 O 26.148289 -15.730828 -13.354373
129 C 26.016150 -17.793350 -11.463378
130 C 26.914390 -18.526179 -13.739770
131 C 23.572988 -15.520626 -11.972283
132 H 23.276058 -15.752162 -15.368075
133 H 24.000705 -14.317382 -14.464094
134 H 22.450677 -14.872948 -14.059431
135 H 21.856100 -17.093109 -12.795277
136 H 22.465101 -17.656207 -14.349596
137 H 22.588179 -19.465554 -12.630156
138 H 23.258264 -18.497824 -11.500311
139 H 24.481435 -19.258702 -14.176476
140 H 24.929346 -19.930379 -12.599355
141 H 26.744113 -17.004473 -11.274088
142 H 25.102593 -17.670004 -10.881746
143 H 26.407333 -18.741798 -11.095262
144 H 27.889026 -18.214256 -13.364434
145 H 26.883291 -19.615518 -13.761482
146 H 26.813637 -18.388650 -14.816366
147 H 22.527524 -15.270943 -11.791273
148 H 24.181935 -14.617110 -11.941819
149 H 23.887609 -16.088524 -11.096723
150 H 26.712490 -15.875252 -14.117530
151 C 20.397139 -16.346659 -5.500974
152 C 18.910575 -16.842714 -5.144117
153 C 18.371273 -17.441095 -6.452381
154 C 17.103896 -18.288434 -6.294367
155 C 17.448124 -19.371991 -5.253956
156 C 17.972394 -18.887037 -3.864290
157 N 19.032233 -17.885182 -4.103409
158 O 19.576746 -17.394886 -2.921663
159 C 16.820335 -18.373307 -3.077348
160 C 18.694400 -20.094235 -3.092856
161 C 18.081196 -15.561299 -4.729439
162 H 21.021165 -17.222128 -5.680544
163 H 20.851110 -15.820592 -4.661171
164 H 20.503421 -15.766919 -6.417878
165 H 18.058331 -16.648577 -7.132145
166 H 19.088548 -18.070137 -6.979562
167 H 16.785875 -18.645017 -7.274068
168 H 16.345551 -17.568702 -5.986158
169 H 18.259542 -19.969889 -5.668962
170 H 16.497700 -19.905305 -5.272951
171 H 16.205179 -19.152403 -2.627137
172 H 17.162865 -17.749941 -2.251401
173 H 16.164211 -17.732862 -3.666767
174 H 19.571029 -20.374081 -3.677069
175 H 18.971116 -19.803759 -2.079372
176 H 18.031918 -20.952832 -2.983293
177 H 17.047757 -15.800430 -4.478575
178 H 18.003562 -14.801275 -5.506884
179 H 18.563601 -15.118635 -3.857983
180 H 20.423390 -17.841192 -2.996539
181 C 24.923451 -25.721507 -0.667042
182 C 25.260331 -27.082730 -0.042720
183 C 23.891892 -27.852148 0.018743
184 C 24.015604 -29.299881 0.422928
185 C 24.964112 -29.988923 -0.528902
186 C 26.418370 -29.398800 -0.652551
187 N 26.226846 -27.933334 -0.810229
188 O 27.400325 -27.203768 -0.996870
189 C 27.227243 -29.815532 0.623137
190 C 27.006851 -29.916463 -1.938124
191 C 25.768243 -26.801379 1.424451
192 H 24.599099 -25.833620 -1.701609
193 H 25.745619 -25.020585 -0.811367
194 H 24.200183 -25.150015 -0.085342
195 H 23.358500 -27.242510 0.748081
196 H 23.415129 -27.802498 -0.960198
197 H 23.042930 -29.791125 0.448965
198 H 24.456276 -29.429471 1.411423
199 H 24.426058 -30.128317 -1.466536
200 H 25.105149 -31.028247 -0.232201
201 H 27.680453 -30.775024 0.374006
202 H 28.080215 -29.191809 0.890564
203 H 26.590964 -29.890249 1.504993
204 H 28.082725 -29.749612 -1.990710
205 H 26.834022 -30.987296 -2.045614
206 H 26.519431 -29.434512 -2.785608
207 H 25.114935 -26.085138 1.922748
208 H 26.753109 -26.345785 1.321579
209 H 25.858240 -27.665480 2.082721
210 H 27.286191 -26.851465 -1.882572
211 C 24.706599 -20.309121 -1.463415
212 C 23.253799 -19.678420 -1.382428
213 C 22.787050 -19.344930 0.083901
214 C 23.431220 -18.141758 0.694429
215 C 23.105583 -16.939649 -0.163212
216 C 23.586973 -17.106845 -1.595597
217 N 23.146692 -18.391341 -2.161392
218 O 23.321241 -18.514471 -3.508076
219 C 22.902755 -15.938735 -2.323249
220 C 25.115278 -16.984112 -1.732534
221 C 22.269779 -20.804646 -1.893935
222 H 25.191325 -20.081292 -2.412751
223 H 24.820211 -21.374452 -1.262779
224 H 25.200850 -19.803486 -0.633869
225 H 21.707417 -19.219136 0.165524
226 H 22.972336 -20.200645 0.733151
227 H 24.496714 -18.281791 0.876656
228 H 22.922986 -18.029760 1.652168
229 H 23.584177 -16.073164 0.293125
230 H 22.019859 -16.863881 -0.222829
231 H 21.818494 -16.049925 -2.334193
232 H 22.959269 -15.031278 -1.722058
233 H 23.179463 -15.808644 -3.369491
234 H 25.568754 -17.708799 -1.056297
235 H 25.424084 -17.323207 -2.721344
236 H 25.442077 -15.986318 -1.439796
237 H 22.187670 -20.994215 -2.964177
238 H 21.231788 -20.568641 -1.659418
239 H 22.489333 -21.784078 -1.468974
240 H 24.277134 -18.476918 -3.588443
241 C 25.559707 -22.689140 -13.093274
242 C 25.305262 -24.225520 -13.049582
243 N 26.453214 -24.933776 -12.491929
244 C 26.087442 -25.764909 -11.332117
245 C 25.769213 -24.956401 -10.117879
246 C 27.298641 -25.693992 -13.482400
247 C 27.870251 -24.774213 -14.530241
248 H 24.717313 -22.067484 -13.396610
249 H 26.387867 -22.362641 -13.722286
250 H 25.907907 -22.420958 -12.095810
251 H 24.424604 -24.484561 -12.461847
252 H 25.012711 -24.526814 -14.055437
253 H 25.288205 -26.444615 -11.627597
254 H 27.020479 -26.304268 -11.168910
255 H 24.728905 -24.631101 -10.123700
256 H 25.883791 -25.504639 -9.182789
257 H 26.429945 -24.116298 -9.903926
258 H 26.628100 -26.344464 -14.043964
259 H 28.175445 -26.165521 -13.038558
260 H 28.365826 -25.346640 -15.314356
261 H 28.616886 -24.115717 -14.086391
262 H 27.094141 -24.157682 -14.983720
263 C 26.345754 -21.327734 -8.538530
264 C 27.107182 -20.632162 -7.404430
265 N 26.385205 -19.704287 -6.474207
266 C 25.216369 -20.364514 -5.812830
267 C 25.609538 -21.702817 -5.098408
268 C 25.815958 -18.488441 -7.222012
269 C 26.835828 -17.430350 -7.638397
270 H 25.903996 -20.755611 -9.354388
271 H 25.656264 -22.077527 -8.150575
272 H 27.089977 -21.892492 -9.100034
273 H 27.664555 -21.408879 -6.880860
274 H 27.868033 -20.039699 -7.912543
275 H 24.754847 -19.739108 -5.048649
276 H 24.423594 -20.573845 -6.531008
277 H 26.324374 -21.473372 -4.308173
278 H 24.758895 -22.060161 -4.518055
279 H 25.838571 -22.507814 -5.796693
280 H 25.275184 -18.014503 -6.402839
281 H 25.166768 -18.694421 -8.073026
282 H 26.388299 -16.495778 -7.976605
283 H 27.446039 -17.799360 -8.462761
284 H 27.473747 -17.200725 -6.784918
285 C 20.743170 -25.086438 -2.124154
286 C 20.618223 -24.704397 -3.594214
287 N 19.200860 -24.771102 -4.056917
288 C 18.525144 -23.637525 -3.460753
289 C 17.093132 -23.383980 -4.067453
290 C 19.253816 -24.614032 -5.570261
291 C 20.085101 -25.777184 -6.237797
292 H 21.760068 -25.146897 -1.736397
293 H 20.570911 -26.161021 -2.063300
294 H 20.049574 -24.568960 -1.461396
295 H 21.158901 -23.809214 -3.901491
296 H 21.208334 -25.432360 -4.150927
297 H 18.375127 -23.880425 -2.408806
298 H 19.086266 -22.703202 -3.477877
299 H 16.365308 -24.193394 -4.010789
300 H 16.518078 -22.586637 -3.596649
301 H 17.221006 -23.120612 -5.117397
302 H 19.615006 -23.651059 -5.931273
303 H 18.227930 -24.674844 -5.933513
304 H 19.654624 -26.672422 -5.789100
305 H 21.160682 -25.646650 -6.118629
306 H 19.946032 -25.813627 -7.318276
307 C 22.505366 -23.137923 -6.999872
308 C 21.713399 -23.153989 -8.327657
309 N 21.356334 -21.773855 -8.745380
310 C 20.423125 -21.125558 -7.702872
311 C 20.988400 -20.194187 -6.595781
312 C 22.437004 -20.910437 -9.255809
313 C 23.313738 -21.561837 -10.342807
314 H 22.651371 -24.148730 -6.619016
315 H 22.007799 -22.592970 -6.197653
316 H 23.444428 -22.596145 -7.112747
317 H 22.328229 -23.534944 -9.143106
318 H 20.783495 -23.712912 -8.222913
319 H 19.679551 -20.515160 -8.215344
320 H 19.789343 -21.877419 -7.232629
321 H 21.193851 -19.199145 -6.990463
322 H 20.216727 -19.955860 -5.863782
323 H 21.935031 -20.440382 -6.114759
324 H 23.124444 -20.569740 -8.481568
325 H 21.945141 -20.019905 -9.647102
326 H 23.897067 -22.332467 -9.838872
327 H 24.029333 -20.887274 -10.812894
328 H 22.761238 -22.027093 -11.159132
329 C 28.081650 -23.527514 -1.695312
330 C 27.413688 -23.985670 -2.963444
331 N 27.517831 -25.447423 -3.304815
332 C 28.872511 -26.001786 -3.633117
333 C 29.404857 -25.403111 -4.949948
334 C 26.494592 -25.742685 -4.383201
335 C 26.151901 -27.212694 -4.124808
336 H 28.009561 -22.460536 -1.484480
337 H 29.162436 -23.662894 -1.654524
338 H 27.622939 -24.016707 -0.836022
339 H 26.379659 -23.779373 -2.687192
340 H 27.630305 -23.407880 -3.861956
341 H 29.552325 -25.662546 -2.851530
342 H 28.825772 -27.086438 -3.730246
343 H 28.992506 -25.759908 -5.893757
344 H 29.565308 -24.325128 -4.967041
345 H 30.356464 -25.927874 -5.034618
346 H 26.886725 -25.610788 -5.391636
347 H 25.595562 -25.134420 -4.283869
348 H 25.174122 -27.464427 -4.535527
349 H 25.823754 -27.338686 -3.093032
350 H 26.820332 -28.015289 -4.436485

Force components x, y, z for each atom (eV/Å):
0.69 -0.49 0.38
-1.54 -0.38 -1.06
0.96 -0.54 -0.01
-0.02 -1.02 0.92
-0.14 0.30 -1.76
0.74 -0.43 0.34
-0.08 3.17 2.19
0.94 1.38 -0.74
-1.27 0.08 -0.14
-0.54 0.03 -0.88
-0.08 0.86 -0.59
0.25 0.17 0.20
0.36 -0.19 -0.04
0.35 0.17 -0.08
-0.06 0.02 -0.14
-0.19 -0.55 0.36
-0.36 0.06 0.09
0.25 -0.27 0.13
-0.33 -0.03 -0.19
0.14 -0.26 0.04
-0.05 -0.21 0.17
0.27 -0.05 0.28
-0.29 0.27 -0.04
-0.12 -0.20 0.08
0.10 0.01 0.27
0.32 -0.22 -0.15
0.11 -0.06 0.35
-0.20 0.08 -0.07
-0.19 -0.20 0.51
-0.13 -1.28 -0.18
-1.32 0.50 0.09
0.74 0.71 0.40
-0.44 -0.28 -0.93
0.67 -0.30 0.66
-1.10 -1.44 -0.32
-1.65 1.72 -0.82
0.03 -2.14 0.31
-0.27 -0.29 0.42
0.49 -1.37 0.71
0.37 1.39 0.47
-0.11 -0.55 0.26
-0.22 0.17 -0.05
0.12 -0.04 0.11
0.27 -0.21 0.00
0.87 -0.53 -0.02
0.24 0.25 -0.06
-0.14 -0.10 0.10
0.10 0.56 -0.39
0.50 0.84 -0.07
0.31 0.93 -0.03
0.12 0.02 0.10
0.19 0.05 -0.35
0.18 0.50 0.25
-0.48 -0.45 0.37
0.01 0.32 0.12
0.38 -0.48 -0.23
0.09 -0.03 -0.41
0.08 -0.04 0.04
-0.03 0.22 -0.11
-0.09 0.06 -0.58
-1.27 -0.26 0.95
-0.68 -3.08 -0.15
-0.39 1.82 0.75
0.42 1.19 -0.97
2.25 0.05 0.36
-0.41 -0.03 -0.03
3.33 0.69 -1.18
-1.70 -0.32 0.61
0.00 -0.65 -0.56
-0.80 0.55 1.14
0.94 1.34 -0.33
0.71 0.30 0.11
0.00 0.49 -0.21
-0.42 0.04 -0.34
-0.06 0.10 0.19
-0.75 -0.45 0.08
0.08 0.26 -0.30
-0.08 -0.41 0.61
0.22 -0.48 0.14
-0.29 0.24 -0.23
-0.10 -0.47 0.20
-0.25 -0.05 -0.40
0.05 0.06 0.12
0.13 0.04 0.07
-0.19 -0.19 0.05
0.34 0.01 0.06
-0.17 0.45 -0.24
-0.10 -0.72 -0.32
-0.03 -0.32 -0.36
-0.80 -0.13 0.10
-1.50 -0.56 0.85
-1.96 -0.77 -0.94
-0.66 0.33 -0.14
1.06 -0.62 -0.45
0.34 -0.16 1.71
0.73 -0.13 0.04
-0.30 1.45 -0.75
0.08 -0.16 1.05
-1.25 0.23 -0.86
-0.38 0.06 -0.64
0.61 0.44 0.27
0.61 -0.48 -0.50
0.04 1.10 0.15
0.92 -0.31 -0.55
0.49 -0.05 -0.02
0.11 -0.65 -0.20
-0.07 -0.02 0.03
-0.08 -0.01 -0.01
0.41 0.50 0.00
-0.09 0.05 -0.10
0.03 -0.46 -0.31
0.28 -0.35 0.96
0.02 0.45 0.36
0.50 0.23 0.00
0.02 -0.31 -0.33
0.03 0.05 -0.09
-0.73 -0.03 0.54
0.01 0.00 -0.13
0.40 -0.02 0.08
0.13 0.11 -0.05
-0.44 0.41 0.83
-0.92 -2.35 -0.58
0.83 -0.32 0.77
-0.51 -0.37 0.13
0.83 0.45 0.20
-0.26 -0.63 0.18
-2.45 -2.00 -1.22
1.41 1.65 0.41
0.02 -0.97 0.14
-0.58 -0.02 -0.11
0.93 1.08 1.17
0.30 0.21 0.00
0.45 -0.27 -0.30
-0.40 0.04 -0.46
-0.08 0.59 -0.37
0.24 0.08 -0.14
-0.45 0.04 -0.64
0.37 0.67 0.17
0.06 -0.10 -0.15
0.11 -0.09 -0.11
-0.23 0.09 -0.05
0.15 0.44 0.00
0.42 -0.10 0.07
-0.04 0.18 -0.13
0.08 -0.20 0.83
0.06 0.89 -0.08
0.02 0.15 -0.32
-0.19 0.27 0.18
0.01 -0.28 -0.19
0.25 0.43 -0.16
-0.67 -0.89 0.65
1.03 1.45 -0.80
-1.02 -0.26 -0.49
1.57 1.25 1.01
-0.32 0.27 -0.77
0.44 -1.00 -0.35
-0.80 -0.45 -2.19
0.16 0.06 0.26
-0.81 0.92 1.12
-1.00 1.07 -0.79
0.22 -0.94 0.19
-0.04 -0.25 0.14
-0.12 0.19 -0.06
-0.55 0.31 0.12
0.62 0.42 -0.01
0.45 0.17 0.20
0.07 -0.49 0.17
-0.46 -0.38 0.42
-0.31 -0.35 -0.25
0.33 -0.87 1.14
0.03 -0.22 -0.18
0.14 0.00 0.13
-0.05 -0.07 -0.15
0.08 -0.08 0.15
0.15 0.23 -0.12
-0.12 0.12 -0.23
0.00 -0.18 0.18
0.43 -0.15 -0.22
-0.12 0.04 0.05
0.64 0.21 0.77
0.91 0.18 -1.02
-0.25 -1.61 1.47
1.00 0.84 0.43
0.80 0.03 0.41
0.30 -0.99 -0.24
-1.62 1.33 1.23
-1.70 1.06 -0.37
0.79 -0.65 0.70
0.07 -0.15 -0.85
0.43 -0.27 -0.34
0.04 0.14 -0.84
-0.58 -0.25 -0.02
0.54 -0.31 0.50
-0.28 -0.43 0.04
-0.65 -0.26 -0.10
-0.12 0.16 -0.06
0.00 -0.06 -0.12
-0.24 0.36 0.35
0.45 0.56 -0.61
0.09 -0.18 0.34
-0.19 -0.34 0.37
-0.19 0.46 -0.36
0.00 -0.15 -0.09
0.03 0.11 -0.06
0.05 -0.13 0.18
0.09 -0.01 0.13
-0.07 0.07 -0.03
0.07 0.02 0.15
-0.06 -0.20 -0.29
0.24 0.73 -0.58
-0.62 1.31 1.08
-0.50 -1.04 -0.62
0.65 -1.14 -0.60
-0.52 0.12 0.29
0.68 -0.96 0.28
0.27 0.67 -0.83
-2.42 -0.94 2.65
0.49 -0.05 -0.58
-0.79 -0.13 -0.34
-0.45 -0.61 0.82
-0.52 0.79 -0.30
0.04 0.05 0.01
-0.54 -0.04 -0.13
0.79 -0.05 -0.25
-0.14 0.10 -0.63
0.24 -0.37 -0.19
0.08 0.11 -0.03
0.36 0.22 0.33
-0.32 0.35 -0.28
-0.05 0.38 0.26
-0.17 -0.62 -0.07
0.82 0.21 -0.26
0.39 0.20 0.15
0.19 0.13 0.18
0.27 0.70 -0.21
0.24 -0.01 -0.49
0.75 0.39 -0.32
-0.04 0.16 0.40
0.22 0.19 0.37
0.54 -0.10 -0.83
0.21 -0.35 0.65
0.32 0.95 -0.58
0.86 -0.45 -0.24
1.58 0.38 -1.16
-0.61 0.23 1.29
-1.33 1.51 -0.14
0.27 0.62 -0.14
-0.30 -0.27 0.19
0.10 -0.55 -0.33
-0.32 0.29 0.22
-0.06 0.39 0.27
0.31 -0.48 -0.33
-0.18 -0.38 0.35
-0.25 -0.55 0.32
0.01 0.35 -0.01
-0.19 -0.65 -0.09
0.04 0.27 -0.75
0.16 -0.95 0.24
-0.59 -0.45 0.52
-0.06 -0.06 -0.04
0.00 0.17 0.00
0.08 -0.03 -0.12
0.28 -0.67 -0.05
-0.31 0.99 -0.47
-0.94 0.09 -1.38
0.99 -1.29 0.12
-0.98 1.21 0.00
0.86 0.06 1.69
0.47 -0.95 -0.03
-0.38 0.56 0.56
-0.36 0.10 -0.13
0.24 -0.25 0.12
-0.17 0.13 0.45
0.20 0.29 0.24
0.31 0.36 -0.20
-0.20 -0.05 -0.28
0.66 -0.33 -0.46
-0.43 0.03 -0.15
0.59 0.11 0.19
-0.70 0.05 -0.33
-0.29 -0.52 0.09
-0.03 -0.36 -0.07
0.18 0.12 0.04
0.17 0.03 -0.11
0.19 -0.95 -0.10
0.19 -1.20 0.04
1.97 0.94 -1.91
-2.56 -0.12 0.41
0.57 0.11 -0.09
0.11 -1.39 0.13
-1.05 1.11 0.42
0.24 1.11 -0.05
-0.91 -0.11 -0.02
0.38 0.02 0.07
-0.44 0.95 0.34
-0.31 -0.40 0.13
0.04 0.09 0.11
0.28 0.07 -0.36
0.57 -0.62 -0.01
0.57 0.41 0.21
-0.29 0.14 0.01
0.35 0.42 0.40
0.07 -0.23 0.01
0.62 -0.32 -0.10
-0.16 -0.34 0.36
-0.38 0.09 0.00
-0.23 -0.24 -0.11
0.57 1.88 0.49
-1.26 0.10 1.19
0.89 0.27 -0.63
0.29 0.62 -0.66
-0.40 -0.18 -0.24
-0.29 -0.35 0.48
0.42 -0.04 -0.09
-0.43 -0.09 -0.15
0.28 -0.31 -0.17
-0.17 -0.51 0.17
0.12 -0.11 -0.14
0.11 0.13 -0.47
0.44 -0.51 -0.12
0.09 0.08 -0.44
0.12 -0.44 0.24
-0.22 -0.58 0.16
0.15 0.12 0.39
-0.02 0.13 -0.05
0.20 -0.16 -0.28
-0.11 0.30 0.29
-0.29 -0.02 0.12
1.26 0.07 0.56
-0.10 -0.75 -0.12
-0.99 0.82 -0.09
-1.46 2.39 -1.10
1.33 -1.38 -0.08
1.43 -1.63 1.32
-2.09 -0.08 -0.24
-0.52 0.20 -0.47
0.11 -0.46 -0.05
0.21 -0.25 -0.01
-0.45 -0.35 -0.73
0.30 0.43 0.09
-0.08 -0.47 0.19
-0.03 0.07 0.36
-0.90 0.26 0.22
-0.11 -0.10 0.12
0.75 0.55 -0.01
0.08 0.24 -0.09
0.21 0.12 0.30
-0.06 -0.03 -0.97
0.82 -0.03 0.40
0.33 0.45 0.06

Computed properties:
relative energy (zero: lowest compared OMol25 entry of this formula, charge and spin)	168.9	kJ/mol
HOMO level	-7.725	eV
frontier orbital gap	8.2	eV